Record 1
The following is a DFT calculation (the ωB97M-V functional and the def2-TZVPD basis) of an isolated molecule of Br2H4Si2 at a distorted geometry.

Results
Calculated total energy = -5729.363066 hartree
Energy relative to the best compared isomer or geometry (same formula, charge and spin) = 67.35 kcal/mol
SMILES = Br[SiH2][SiH2]Br
Gap between HOMO and LUMO = 7.6914 eV
LUMO level = -2.05 eV

Geometry as ORCA input:
```
! wB97M-V def2-TZVPD RIJCOSX def2/J DEFGRID3
* xyz 0 1
Br 0.13 1.96 2.15
Br -3.26 -2.55 0.36
Si -0.89 -1.13 0.72
Si 1.03 -0.07 2.20
H 1.43 -0.44 3.70
H -1.72 0.04 0.64
H -0.06 -1.94 -0.16
H 2.46 0.07 1.42
*
```

Record 2
The following is a DFT calculation (the ωB97M-V functional and the def2-TZVPD basis) of a structure of composition C27H30CaN3O5S at a distorted geometry.

Results
Calculated total energy = -2663.158076 hartree
Energy relative to the best compared isomer or geometry (same formula, charge and spin) = 21.44 kcal/mol
Gap between HOMO and LUMO = 8.6467 eV
LUMO level = -3.30 eV

Geometry as ORCA input:
```
! wB97M-V def2-TZVPD RIJCOSX def2/J DEFGRID3
* xyz 1 1
Ca 1.46 -1.13 -1.10
S -1.21 -1.81 -0.97
O 0.98 -0.31 1.17
O 1.26 -0.84 3.34
O -1.19 2.59 -2.66
O 2.79 -4.91 -2.13
O 2.01 -2.76 -2.19
N 1.85 -2.69 0.41
N -1.82 0.64 -1.75
N -2.42 0.13 0.45
C -2.59 -0.67 1.68
C 1.62 -2.53 1.72
C 1.47 2.85 -0.30
C 2.09 -3.89 -0.11
C 3.23 0.24 -2.48
C -1.90 2.06 -1.85
C -3.95 -0.39 2.31
C -5.12 -0.87 1.44
C 4.07 0.07 -0.19
C 2.37 1.73 -0.74
C 3.29 -0.20 -3.92
C -3.43 4.83 0.17
C 3.24 1.13 0.17
C 2.12 -5.01 0.70
C 4.05 -0.36 -1.52
C 1.91 -4.85 2.06
C 2.36 1.27 -2.06
C 1.26 -1.11 2.05
C -4.17 2.33 -0.80
C 2.33 -3.90 -1.63
C -1.87 -0.26 -0.69
C -5.08 3.08 -0.08
C -2.53 4.08 -0.56
C -4.71 4.33 0.41
C 4.99 -0.58 0.81
C -2.89 2.82 -1.04
C 1.65 -3.58 2.59
H 1.00 0.08 3.46
H 2.66 0.42 -4.55
H -5.06 -1.95 1.28
H 4.72 -1.16 -1.84
H 1.48 -3.44 3.65
H -2.49 -1.71 1.43
H 1.74 1.76 -2.79
H 5.07 0.02 1.72
H 2.01 3.56 0.33
H 3.28 1.51 1.19
H -2.81 1.05 0.48
H -3.97 -0.90 3.28
H 2.98 -1.24 -4.02
H -5.42 4.91 0.98
H 1.06 3.39 -1.16
H 4.32 -0.13 -4.29
H 0.64 2.46 0.29
H -1.54 4.46 -0.79
H -1.79 -0.41 2.38
H 5.99 -0.71 0.40
H -1.34 0.25 -2.53
H -6.09 2.70 0.08
H 1.93 -5.71 2.71
H -6.08 -0.65 1.92
H 4.63 -1.57 1.09
H 2.33 -5.98 0.25
H -4.47 1.36 -1.22
H -5.12 -0.39 0.46
H -3.15 5.81 0.54
H -4.05 0.68 2.52
*
```